Here is a 14-piece molecular cluster, C22H72N4O14 overall from the OMol25 dataset. Energies are from ωB97M-V with the def2-TZVPD basis set.

The highest occupied orbital energy is -8.7 eV. As for the net charge: 0. Its energy relative to the best compared isomer or geometry (same formula, charge and spin) is 237.48 kJ/mol. For the frontier orbital gap, the calculation gives 8.84 eV.

Positions of all 112 atoms, in Å:
C1 -1.017 -3.564 -1.914
C2 -2.295 -4.333 -2.032
O1 -2.555 -4.837 -0.715
H1 -1.026 -2.801 -1.249
H2 -0.828 -3.061 -2.878
H3 -0.015 -4.003 -1.861
H4 -2.295 -5.218 -2.655
H5 -3.112 -3.696 -2.425
H6 -2.209 -5.700 -0.625
C3 2.342 -4.722 -0.016
C4 1.738 -3.373 0.092
O2 2.649 -2.673 0.939
H7 2.206 -5.288 0.885
H8 3.347 -4.739 -0.245
H9 1.770 -5.305 -0.788
H10 0.621 -3.313 0.376
H11 1.840 -2.987 -0.949
H12 2.532 -1.706 0.803
C5 2.566 -1.379 4.988
C6 1.534 -1.348 3.857
O3 1.276 -0.048 3.669
H13 3.332 -0.688 4.652
H14 3.020 -2.307 5.093
H15 2.278 -1.016 5.984
H16 0.683 -1.998 4.042
H17 2.038 -1.841 3.031
H18 0.638 0.220 4.366
C7 1.231 3.847 -2.216
C8 0.746 2.454 -2.158
O4 1.756 1.571 -1.747
H19 2.188 4.104 -2.844
H20 1.471 4.145 -1.220
H21 0.363 4.525 -2.370
H22 0.475 2.116 -3.140
H23 -0.166 2.431 -1.560
H24 1.550 1.140 -0.933
C9 1.119 3.112 2.778
C10 1.398 3.003 1.298
O5 2.496 3.699 0.863
H25 0.305 2.439 2.986
H26 0.666 4.120 2.972
H27 1.988 2.867 3.324
H28 0.567 3.380 0.712
H29 1.417 1.924 1.153
H30 2.281 4.508 0.438
C11 -2.026 -2.689 1.645
C12 -3.006 -1.918 2.515
O6 -3.000 -0.466 2.412
H31 -2.269 -2.521 0.674
H32 -2.000 -3.776 1.856
H33 -0.964 -2.389 1.872
H34 -2.777 -2.167 3.457
H35 -4.089 -2.306 2.407
H36 -3.387 -0.032 3.158
C13 -3.261 4.816 0.017
C14 -1.994 3.990 0.180
O7 -2.241 2.577 0.325
H37 -4.004 4.364 0.714
H38 -3.613 4.608 -0.978
H39 -3.205 5.824 0.264
H40 -1.386 4.252 1.030
H41 -1.372 4.089 -0.700
H42 -1.398 2.205 0.550
C15 -1.828 0.962 -4.712
C16 -1.995 0.764 -3.285
O8 -2.320 2.040 -2.776
H43 -1.201 1.737 -4.985
H44 -2.672 1.167 -5.341
H45 -1.326 0.111 -5.096
H46 -1.046 0.464 -2.975
H47 -2.727 0.005 -3.117
H48 -2.665 1.853 -1.879
C17 0.069 -0.274 0.370
O9 1.407 -0.311 0.119
N1 -0.755 -0.399 -0.561
N2 -0.331 -0.039 1.603
H49 -0.209 -0.841 -1.362
H50 -1.791 -0.436 -0.518
H51 0.410 0.029 2.370
H52 -1.330 -0.148 1.827
C18 1.297 -0.762 -4.104
O10 0.665 -1.303 -3.000
N3 1.038 -1.215 -5.292
N4 2.118 0.273 -4.108
H53 0.193 -1.795 -5.345
H54 1.082 -0.606 -6.178
H55 1.982 0.951 -3.320
H56 2.572 0.743 -4.805
C19 4.093 0.613 1.863
O11 4.992 -0.204 1.183
H57 3.975 1.479 1.245
H58 4.693 0.924 2.678
H59 3.228 0.022 2.180
H60 5.447 0.369 0.587
C20 -2.142 1.954 4.219
O12 -3.108 1.466 5.192
H61 -2.591 2.501 3.387
H62 -1.690 1.054 3.798
H63 -1.448 2.648 4.718
H64 -2.741 1.227 5.984
C21 4.427 -0.773 -1.743
O13 4.299 -0.967 -3.142
H65 3.518 -1.248 -1.298
H66 4.451 0.232 -1.424
H67 5.266 -1.363 -1.409
H68 3.516 -0.490 -3.477
C22 -4.371 -1.107 -0.467
O14 -3.683 0.123 -0.478
H69 -4.359 -1.670 0.479
H70 -3.846 -1.680 -1.273
H71 -5.443 -0.792 -0.726
H72 -4.037 0.593 0.233

Here is a 2-piece molecular cluster, C3H7ClNO overall from the OMol25 dataset. Energies are from ωB97M-V with the def2-TZVPD basis set.

The highest occupied orbital energy (spin up / spin down) is -12.5 / -12.5 eV. As for the net charge: +1. Its energy relative to the best compared isomer or geometry (same formula, charge and spin) is 341.81 kJ/mol. For the frontier orbital gap (spin up / spin down), the calculation gives 7.91 / 7.92 eV.

Positions of all 13 atoms, in Å:
C1 -0.621 -1.186 0.440
C2 0.157 1.481 -0.642
C3 1.483 0.213 0.754
N1 -1.380 -0.568 -0.413
O1 0.564 1.091 0.489
Cl1 2.608 -0.547 -0.323
H1 0.142 -1.801 0.126
H2 -0.747 -1.030 1.479
H3 0.490 1.227 -1.629
H4 -0.657 2.211 -0.538
H5 1.643 -0.175 1.731
H6 -1.611 -0.926 -1.373
H7 -2.070 0.007 -0.101

Here is a 9-piece molecular cluster, C42H90N7O8 overall from the OMol25 dataset. Energies are from ωB97M-V with the def2-TZVPD basis set.

The highest occupied orbital energy is -12.3 eV. As for the net charge: +3. For the frontier orbital gap, the calculation gives 5.25 eV.

Positions of all 147 atoms, in Å:
C1 -3.539 -3.125 2.566
C2 -3.412 -1.986 3.684
N1 -4.363 -0.825 3.549
C3 -4.255 0.255 2.699
C4 -5.170 1.147 3.033
N2 -5.886 0.748 4.138
C5 -5.406 -0.559 4.407
C6 -7.010 1.456 4.708
H1 -3.222 -2.818 1.569
H2 -4.588 -3.404 2.467
H3 -2.968 -4.033 2.760
H4 -2.420 -1.535 3.660
H5 -3.484 -2.464 4.661
H6 -3.467 0.256 1.960
H7 -5.378 2.095 2.559
H8 -5.779 -1.299 5.100
H9 -7.585 1.884 3.887
H10 -6.625 2.201 5.405
H11 -7.568 0.698 5.257
C7 4.971 0.284 -7.208
C8 4.697 -0.172 -5.810
C9 5.474 0.525 -4.707
N3 5.404 -0.175 -3.284
C10 6.167 -1.496 -3.201
C11 3.947 -0.388 -2.835
C12 3.906 -0.367 -1.320
C13 5.243 0.192 -0.855
C14 5.830 0.761 -2.142
H12 5.999 0.063 -7.496
H13 4.832 1.359 -7.322
H14 4.254 -0.163 -7.896
H15 4.966 -1.226 -5.739
H16 3.666 0.053 -5.539
H17 5.081 1.540 -4.761
H18 6.531 0.628 -4.951
H19 7.235 -1.421 -3.409
H20 5.830 -2.248 -3.915
H21 6.083 -1.886 -2.187
H22 3.488 -1.260 -3.302
H23 3.217 0.307 -3.251
H24 3.896 -1.411 -1.005
H25 3.008 0.038 -0.853
H26 5.969 -0.481 -0.397
H27 5.057 0.958 -0.102
H28 6.916 0.853 -2.126
H29 5.320 1.677 -2.440
C15 3.418 -3.859 6.219
C16 3.277 -2.392 5.816
C17 3.387 -2.101 4.273
N4 2.662 -0.830 3.710
C18 1.165 -1.221 3.651
C19 3.147 -0.506 2.257
C20 3.026 1.069 2.173
C21 2.449 1.580 3.385
C22 2.909 0.534 4.435
H30 2.552 -4.425 5.876
H31 3.606 -4.009 7.282
H32 4.340 -4.257 5.795
H33 4.012 -1.812 6.374
H34 2.336 -2.027 6.225
H35 3.009 -2.946 3.698
H36 4.464 -2.026 4.121
H37 0.556 -0.431 3.210
H38 0.789 -1.368 4.663
H39 1.066 -2.167 3.120
H40 2.624 -1.085 1.495
H41 4.192 -0.812 2.227
H42 2.459 1.452 1.324
H43 4.055 1.382 2.000
H44 1.370 1.683 3.266
H45 2.907 2.499 3.751
H46 2.280 0.547 5.325
H47 3.955 0.449 4.727
C23 -0.828 4.588 -2.023
C24 -0.931 3.754 -3.254
C25 -0.813 2.276 -2.824
N5 -1.104 1.199 -3.916
C26 0.128 1.329 -4.852
C27 -1.244 -0.208 -3.279
C28 -2.002 -0.903 -4.350
C29 -3.063 0.064 -4.867
C30 -2.488 1.457 -4.605
H48 0.085 4.385 -1.463
H49 -1.712 4.516 -1.389
H50 -0.763 5.596 -2.431
H51 -0.136 3.976 -3.966
H52 -1.879 4.003 -3.731
H53 -1.607 2.079 -2.103
H54 0.118 2.033 -2.310
H55 -0.073 2.128 -5.565
H56 0.161 0.420 -5.453
H57 1.008 1.357 -4.210
H58 -0.253 -0.646 -3.158
H59 -1.763 -0.095 -2.327
H60 -1.421 -1.191 -5.225
H61 -2.480 -1.829 -4.032
H62 -3.319 -0.199 -5.894
H63 -4.000 0.103 -4.311
H64 -2.323 2.109 -5.463
H65 -3.120 2.030 -3.927
C31 -1.674 3.004 3.670
C32 -1.212 4.191 2.879
O1 -0.069 4.273 2.395
N6 -2.284 5.255 2.560
H66 -2.950 5.311 3.317
H67 -1.807 6.145 2.585
C33 -3.018 5.120 1.247
H68 -0.887 2.253 3.741
H69 -2.523 2.629 3.099
H70 -2.163 3.357 4.578
H71 -3.112 4.072 0.965
H72 -2.486 5.571 0.410
H73 -3.993 5.571 1.432
C34 -0.676 -4.514 1.397
C35 0.555 -3.984 0.828
O2 1.612 -3.912 1.495
N7 0.395 -3.419 -0.577
H74 -0.427 -3.694 -1.096
H75 0.328 -2.436 -0.354
C36 1.685 -3.753 -1.436
H76 -0.948 -5.428 0.870
H77 -1.409 -3.726 1.225
H78 -0.573 -4.732 2.460
H79 2.374 -4.428 -0.930
H80 2.122 -2.832 -1.820
H81 1.442 -4.355 -2.312
C37 -5.097 0.814 -0.695
C38 -4.809 2.300 -0.809
O3 -4.264 2.728 -1.847
O4 -5.211 3.032 0.152
H82 -4.881 0.251 -1.603
H83 -6.156 0.619 -0.529
H84 -4.490 0.399 0.110
C39 -3.386 -2.437 -1.400
C40 -2.864 -3.818 -1.521
O5 -1.836 -3.999 -2.134
O6 -3.424 -4.719 -0.892
H85 -2.684 -1.819 -0.840
H86 -4.312 -2.401 -0.825
H87 -3.636 -2.054 -2.389
C41 -1.136 1.074 0.526
C42 -0.617 -0.343 0.335
O7 -1.284 -1.254 0.896
O8 0.434 -0.567 -0.268
H88 -0.369 1.723 0.102
H89 -1.296 1.231 1.592
H90 -2.033 1.218 -0.076

Here is C43H43IrN3O4P3Se2 as an isolated structure from the OMol25 dataset. Energies are from ωB97M-V with the def2-TZVPD basis set.

The highest occupied orbital energy (spin up / spin down) is -10.0 / -10.8 eV. As for the net charge: +1. Its energy relative to the best compared isomer or geometry (same formula, charge and spin) is 0.00 kJ/mol. For the frontier orbital gap (spin up / spin down), the calculation gives 7.04 / 6.47 eV. The expectation value of S² is 0.7596. Its spin multiplicity is 2.

Positions of all 99 atoms, in Å:
Ir1 0.454 0.072 -0.290
Se1 0.703 -0.151 2.309
P1 1.781 -1.982 2.710
Se2 2.126 1.938 0.083
C1 2.305 -1.958 4.426
C2 3.113 -0.897 4.843
C3 3.549 -0.833 6.154
C4 3.193 -1.831 7.052
C5 2.396 -2.890 6.641
C6 1.950 -2.959 5.331
C7 0.966 -3.553 2.391
C8 1.751 -4.710 2.394
C9 1.170 -5.936 2.119
C10 -0.186 -6.011 1.820
C11 -0.964 -4.864 1.805
C12 -0.393 -3.633 2.097
H1 3.387 -0.120 4.138
H2 4.169 -0.008 6.477
H3 3.538 -1.783 8.077
H4 2.112 -3.661 7.345
H5 1.315 -3.778 5.018
H6 2.811 -4.647 2.614
H7 1.774 -6.834 2.134
H8 -0.636 -6.970 1.597
H9 -2.014 -4.915 1.553
H10 -0.999 -2.734 2.093
C13 -0.570 -0.870 -3.503
P2 0.554 0.216 -2.585
C14 2.177 -0.383 -3.178
C15 0.490 1.832 -3.448
C16 1.649 2.780 -3.136
P3 1.688 3.413 -1.440
C17 0.171 4.347 -1.204
C18 3.035 4.607 -1.380
H11 -0.458 -0.679 -4.572
H12 -1.597 -0.706 -3.196
H13 -0.295 -1.908 -3.315
H14 2.269 -0.176 -4.246
H15 2.258 -1.459 -3.033
H16 2.997 0.094 -2.641
H17 -0.478 2.290 -3.253
H18 0.523 1.592 -4.515
H19 1.585 3.660 -3.784
H20 2.618 2.313 -3.321
H21 0.170 5.219 -1.862
H22 0.104 4.668 -0.165
H23 -0.697 3.734 -1.435
H24 2.858 5.407 -2.100
H25 3.976 4.106 -1.604
H26 3.091 5.028 -0.376
O1 -1.624 -3.314 -1.057
C19 -0.816 -2.453 -0.790
O2 -1.089 -1.241 -0.437
C20 0.670 -2.769 -0.812
C21 1.061 -4.081 -1.113
C22 2.383 -4.398 -1.056
C23 3.317 -3.406 -0.686
C24 4.697 -3.696 -0.564
C25 5.581 -2.727 -0.192
C26 5.116 -1.421 0.070
C27 3.791 -1.110 -0.043
C28 2.856 -2.095 -0.421
N1 1.516 -1.793 -0.512
H27 0.282 -4.788 -1.356
H28 2.732 -5.400 -1.274
H29 5.032 -4.705 -0.770
H30 6.634 -2.954 -0.095
H31 5.817 -0.654 0.371
H32 3.445 -0.112 0.164
O3 -0.705 2.152 2.173
C29 -1.379 2.122 1.163
N2 -2.590 2.720 1.000
C30 -3.183 2.448 -0.294
C31 -2.036 1.631 -0.927
O4 -2.051 1.217 -2.073
N3 -1.026 1.488 -0.038
C32 -3.394 3.713 -1.119
C33 -3.125 4.972 -0.599
C34 -3.288 6.109 -1.384
C35 -3.714 5.993 -2.697
C36 -3.991 4.735 -3.220
C37 -3.839 3.603 -2.436
C38 -4.438 1.589 -0.169
C39 -4.317 0.218 0.050
C40 -5.449 -0.561 0.232
C41 -6.709 0.023 0.207
C42 -6.832 1.386 -0.006
C43 -5.700 2.168 -0.196
H33 -3.115 3.018 1.806
H34 -2.781 5.072 0.422
H35 -3.086 7.085 -0.961
H36 -3.844 6.876 -3.308
H37 -4.338 4.636 -4.240
H38 -4.064 2.625 -2.841
H39 -3.343 -0.258 0.060
H40 -5.343 -1.627 0.386
H41 -7.592 -0.587 0.347
H42 -7.811 1.847 -0.029
H43 -5.806 3.231 -0.372

Here is C24H20Br2N4OPdS as an isolated structure from the OMol25 dataset. Energies are from ωB97M-V with the def2-TZVPD basis set.

The highest occupied orbital energy is -7.1 eV. As for the net charge: 0. Its energy relative to the best compared isomer or geometry (same formula, charge and spin) is 0.00 kJ/mol. For the frontier orbital gap, the calculation gives 7.09 eV.

Positions of all 53 atoms, in Å:
Pd1 0.576 -1.476 -1.475
S1 -1.324 0.101 -5.148
C1 0.302 0.649 -5.197
C2 1.046 0.208 -4.143
C3 0.306 -0.606 -3.252
C4 -0.996 -0.748 -3.668
C5 -1.926 -1.494 -2.879
C6 -3.279 -1.673 -3.183
C7 -4.082 -2.389 -2.326
C8 -3.513 -2.925 -1.173
C9 -2.172 -2.717 -0.941
N1 -1.373 -2.023 -1.753
H1 0.613 1.271 -6.023
H2 2.092 0.453 -4.019
H3 -3.665 -1.241 -4.097
H4 -5.132 -2.537 -2.538
H5 -4.101 -3.498 -0.471
H6 -1.711 -3.136 -0.061
Br1 5.174 0.254 -1.605
C10 4.418 -0.803 -0.238
C11 5.144 -1.117 0.902
C12 4.563 -1.876 1.890
Br2 5.597 -2.286 3.431
C13 3.237 -2.345 1.784
C14 2.587 -3.107 2.768
C15 1.288 -3.493 2.547
C16 0.645 -3.127 1.372
N2 1.206 -2.415 0.412
C17 2.502 -2.020 0.608
C18 3.097 -1.239 -0.435
O1 2.450 -0.944 -1.510
H7 6.159 -0.768 1.019
H8 3.099 -3.382 3.678
H9 0.761 -4.081 3.286
H10 -0.377 -3.433 1.211
N3 -0.260 0.464 -0.094
C19 -0.425 1.524 0.342
N4 -0.603 2.743 0.806
C20 -1.761 3.537 0.398
C21 -2.735 3.692 1.564
C22 -2.008 4.278 2.775
C23 -0.839 3.372 3.168
C24 0.118 3.215 1.988
H11 -2.234 3.052 -0.453
H12 -1.404 4.522 0.082
H13 -3.139 2.709 1.822
H14 -3.568 4.329 1.260
H15 -2.696 4.396 3.613
H16 -1.624 5.271 2.519
H17 -1.220 2.387 3.451
H18 -0.297 3.781 4.022
H19 0.915 2.511 2.216
H20 0.568 4.183 1.747

In eV, the calculated total energy values for the records above are, in order, -58600.27107 -19273.18305 -71797.11250 -219349.22390 -187620.59441.